ORCA calculation (ωB97M-V/def2-TZVPD) on a cluster of 12 separate species, C42H114N18O18 in total.

Summary:
- SMILES: COCCNCCOC.COCCNCCOC.COCCNCCOC.COCCNCCOC.COCCNCCOC.COCCNCCOC.NC(N)=O.NC(N)=O.NC(N)=O.NC(N)=O.NC(N)=O.NC(N)=O
- Energy relative to the best compared isomer or geometry (same formula, charge and spin): 238.5 kcal per mole
- Gap between HOMO and LUMO: 8.0544 eV
- HOMO: -0.3048 hartree

Geometry as XYZ:
```
192
Properties=species:S:1:pos:R:3:forces:R:3
C -1.58062 -3.11916 6.71203 -1.6 0.3 -0.6
O -0.39768 -3.59486 7.23736 0.5 0.1 2.0
C -0.28255 -3.17568 8.64308 2.1 -0.3 -0.2
C 1.11040 -3.64511 9.19064 0.0 1.0 -1.4
N 1.21055 -5.06319 9.27248 -0.7 -0.4 0.9
C 2.54612 -5.52867 9.65556 -1.0 0.2 -1.9
C 3.48079 -5.33758 8.43608 0.1 -0.7 2.6
O 3.02163 -6.01791 7.30062 1.6 -0.4 0.0
C 4.10077 -5.98174 6.35157 -1.1 0.0 -1.7
H -1.80854 -2.07144 6.90809 0.7 0.6 0.0
H -2.48766 -3.57519 7.10878 0.0 -0.7 0.3
H -1.63657 -3.25660 5.63218 0.4 -0.1 0.0
H -1.07241 -3.55398 9.29202 -0.3 0.0 -0.3
H -0.22311 -2.08740 8.62844 -0.5 0.2 0.2
H 1.53491 -3.14094 10.05880 -0.9 0.1 0.6
H 1.82349 -3.33092 8.42849 0.1 0.6 -0.5
H 1.11348 -5.29305 8.29379 -0.3 -1.0 -0.1
H 2.43248 -6.58453 9.90121 0.3 -0.1 -0.2
H 2.97283 -5.04792 10.53584 -0.2 0.4 0.0
H 4.33849 -5.79274 8.93135 1.1 -0.1 -1.0
H 3.68059 -4.28698 8.22535 0.1 0.1 -0.1
H 4.18282 -4.95653 5.99059 0.5 0.2 0.2
H 3.82434 -6.54338 5.45925 -0.6 -0.1 0.1
H 5.07286 -6.42799 6.56131 -0.1 0.2 1.2
C -0.14981 9.97268 0.05868 1.3 -0.9 -0.2
O -1.37279 9.31436 -0.01649 -0.7 -0.3 0.5
C -2.35421 10.23985 -0.31107 -1.7 1.6 -0.9
C -3.79741 9.76304 -0.19543 1.4 -1.8 -0.6
N -4.08028 8.61808 -1.10105 -0.2 1.3 0.3
C -5.45497 8.16609 -0.93282 0.9 -1.7 -0.9
C -6.45792 8.96256 -1.73670 -0.4 0.6 1.4
O -7.76799 8.46036 -1.49594 -0.2 0.2 -0.8
C -8.17759 7.52868 -2.49683 1.0 -0.2 1.1
H -0.04525 10.75958 0.80564 -0.5 0.0 0.3
H 0.10780 10.42114 -0.90081 0.1 0.0 -0.2
H 0.54606 9.17006 0.30297 0.4 0.3 -0.1
H -2.24797 10.66224 -1.31027 0.4 -0.2 -0.5
H -2.26965 11.11148 0.33795 0.1 0.2 0.4
H -4.49899 10.54160 -0.49496 0.2 0.2 0.5
H -3.85541 9.44152 0.84445 -0.8 0.1 0.4
H -3.40597 7.87079 -1.01758 -0.1 0.1 0.3
H -5.76919 8.04840 0.10425 -0.2 0.5 0.3
H -5.43917 7.14331 -1.30934 -0.3 -0.2 -0.1
H -6.20369 9.07120 -2.79105 0.0 -0.2 -0.1
H -6.46665 9.95058 -1.27645 -0.1 0.4 -0.4
H -8.15951 7.96926 -3.49366 -0.5 0.1 0.0
H -9.11354 7.08920 -2.15192 -0.1 0.3 -0.5
H -7.43135 6.73423 -2.48936 0.0 -0.4 -0.3
C -3.57612 1.87473 -5.01165 0.5 -0.4 -0.7
O -2.67765 0.90948 -5.58169 -1.0 0.2 0.6
C -2.84803 -0.39671 -5.05328 0.5 0.1 -0.3
C -1.61990 -1.19356 -5.43175 -0.6 -1.1 0.6
N -0.43382 -0.56473 -4.89957 1.0 -0.4 -0.6
C 0.84474 -1.21229 -5.33025 0.1 -1.5 1.2
C 0.95504 -2.77872 -4.97907 -0.9 1.4 0.3
O 0.40907 -3.45900 -6.05579 -0.2 -1.6 -1.6
C 0.22901 -4.87331 -5.85740 -0.7 0.9 0.2
H -3.47097 2.74724 -5.65645 0.0 0.2 0.4
H -3.33572 2.07693 -3.96789 0.3 0.2 0.0
H -4.62238 1.56987 -5.03430 -0.1 -0.3 -0.2
H -3.75544 -0.89383 -5.39618 -0.2 0.1 -0.6
H -2.95802 -0.41529 -3.96901 0.3 0.5 0.4
H -1.55589 -1.42120 -6.49579 -0.1 0.2 -0.3
H -1.77715 -2.15022 -4.93357 0.2 -0.3 0.0
H -0.46555 0.33336 -5.36057 0.4 0.5 0.3
H 1.67195 -0.71047 -4.82825 -0.1 0.1 0.2
H 1.07380 -1.13999 -6.39345 -0.4 0.0 -0.3
H 0.35123 -3.08313 -4.12418 -0.1 0.6 0.7
H 1.95852 -3.12604 -4.73311 0.5 0.3 -0.3
H 1.15097 -5.40029 -5.61166 0.1 0.1 -0.1
H -0.28143 -5.31392 -6.71379 0.6 0.3 -0.4
H -0.51713 -5.02832 -5.07808 0.2 0.0 0.6
C -5.34866 -6.35333 -2.45005 0.3 0.0 0.4
O -5.41917 -7.50483 -1.60336 0.4 0.1 -0.3
C -4.19681 -7.78498 -0.88061 -1.4 0.3 0.1
C -4.54422 -8.72377 0.28064 0.7 -0.4 -1.0
N -3.35333 -8.93993 1.07885 0.4 -0.7 -1.1
C -3.54035 -9.94406 2.13296 1.1 1.4 1.6
C -2.35949 -9.91144 3.17326 -0.8 0.9 1.0
O -2.69161 -10.54527 4.43867 -0.2 0.0 -0.6
C -1.74298 -10.26852 5.47786 0.4 -0.8 -1.3
H -6.30793 -6.02945 -2.85380 -0.4 -0.6 0.5
H -4.73238 -6.49312 -3.33817 0.4 -0.2 0.1
H -4.97652 -5.51411 -1.86241 0.3 0.2 -0.1
H -3.83289 -6.84072 -0.47561 0.3 0.2 0.1
H -3.42168 -8.22711 -1.50654 0.0 0.0 -0.2
H -4.79330 -9.68960 -0.15893 -0.3 -0.1 0.0
H -5.42025 -8.35856 0.81665 -0.1 0.2 0.2
H -2.91837 -8.05061 1.27891 0.1 -0.3 0.9
H -3.70076 -10.95692 1.76353 -0.2 0.2 -0.3
H -4.37421 -9.53641 2.70445 -0.5 -1.0 0.4
H -2.29928 -8.85991 3.45390 0.3 0.5 -0.3
H -1.36363 -10.19398 2.83189 -0.1 -0.5 -0.3
H -1.44249 -9.22077 5.47459 -0.3 0.2 0.4
H -0.84229 -10.83930 5.25189 0.4 0.0 0.0
H -2.08607 -10.66413 6.43384 -0.4 0.4 -0.2
C 6.14145 4.37451 -0.31585 -0.4 0.2 -0.2
O 6.51808 3.80526 -1.54666 0.2 -0.7 -0.5
C 6.92458 4.67377 -2.61637 0.6 -1.8 -0.2
C 7.01555 3.89876 -4.00696 -0.4 -1.0 1.9
N 7.95137 2.74948 -4.16754 0.3 0.9 0.3
C 8.16334 2.43505 -5.56742 0.0 0.6 0.4
C 6.92719 2.14558 -6.45645 2.2 0.7 -0.2
O 6.48798 3.38626 -7.00314 -0.7 -0.3 1.4
C 5.08417 3.35831 -7.17391 0.7 0.5 -0.9
H 5.94096 3.61328 0.43810 -0.2 -0.5 -0.5
H 5.21819 4.92111 -0.50799 0.0 0.5 0.5
H 6.89290 4.96664 0.20645 0.3 0.6 -0.6
H 7.90512 5.04910 -2.32351 0.1 0.4 -0.3
H 6.21878 5.48437 -2.79765 -0.2 0.2 0.3
H 7.20371 4.71085 -4.70925 0.2 -0.5 -0.4
H 6.05261 3.42310 -4.19293 -0.7 0.9 -0.1
H 7.66148 1.87913 -3.74499 -0.5 0.4 0.7
H 8.87351 1.60837 -5.58674 -0.1 -0.1 -0.2
H 8.66917 3.33891 -5.90694 0.1 -0.2 -0.9
H 6.16876 1.56361 -5.93282 -0.2 0.2 0.0
H 7.34194 1.58360 -7.29327 -0.4 -0.5 -0.2
H 4.92075 2.53078 -7.86426 -0.8 0.2 -0.3
H 4.85844 4.34891 -7.56871 -0.4 -0.3 -0.4
H 4.47300 3.21859 -6.28225 0.3 -0.2 0.4
C 0.42516 -3.50946 1.71204 0.1 -0.3 -0.4
O 0.02443 -3.12898 0.39144 0.0 1.1 0.9
C -0.63353 -1.84453 0.25383 -1.1 -0.8 -0.4
C 0.12563 -0.57115 0.59633 -0.2 -1.3 -1.6
N -0.33061 0.58465 -0.21404 0.4 -0.5 1.2
C 0.55292 1.66142 0.20997 -1.1 2.0 -1.1
C 0.31910 2.99009 -0.57474 0.1 -1.2 0.0
O 1.20017 2.99576 -1.69490 -0.4 1.7 -0.5
C 1.13831 4.21946 -2.53740 0.9 -1.7 0.8
H -0.38692 -3.60131 2.43328 -0.4 0.4 -0.1
H 1.21239 -2.88811 2.13900 0.0 0.3 -0.1
H 0.82676 -4.51956 1.63138 0.1 0.0 -0.2
H -1.59608 -1.81418 0.76440 -0.2 -0.4 0.5
H -0.93741 -1.86556 -0.79274 0.3 0.3 -0.2
H 1.12021 -0.84940 0.24778 0.8 0.4 0.9
H -0.00796 -0.35512 1.65632 0.6 0.2 -0.1
H -0.17602 0.39555 -1.19406 0.1 -0.2 -0.2
H 1.62252 1.49166 0.08646 0.2 -0.5 0.3
H 0.29295 1.89746 1.24186 0.3 -0.2 0.2
H 0.47224 3.74868 0.19284 0.4 0.7 -0.5
H -0.69349 3.06647 -0.97089 -0.3 0.0 0.3
H 1.81399 4.96556 -2.11922 -0.2 0.2 0.2
H 0.14332 4.63318 -2.70153 -0.2 -0.3 0.3
H 1.56493 3.89613 -3.48690 -0.1 0.1 0.0
N 2.35939 -0.06821 5.84467 -4.2 1.2 0.6
C 3.55804 -0.49833 5.56401 -1.8 -3.0 -3.5
N 4.42393 -0.06006 6.40271 4.6 1.0 2.0
O 3.68849 -1.29237 4.60875 1.1 0.7 0.9
H 2.17374 0.60203 6.57707 -0.1 -0.3 -0.3
H 1.57908 -0.54816 5.41939 0.2 0.3 0.1
H 5.39090 -0.21577 6.15610 -0.1 0.2 0.4
H 4.18013 0.53244 7.18348 0.3 -0.2 -0.4
N 0.45834 -10.31258 -1.69869 -4.3 -3.1 0.4
C 1.59400 -9.80316 -2.00957 1.1 -1.5 -1.7
N 1.80788 -8.68291 -1.45946 2.1 6.4 2.6
O 2.40739 -10.29817 -2.74545 1.4 -1.6 -1.5
H 0.26501 -11.18388 -2.17153 -0.5 0.2 0.4
H -0.19978 -9.87694 -1.06846 0.1 -0.4 -0.3
H 2.67639 -8.27219 -1.77105 -0.2 0.3 0.3
H 1.10185 -8.07810 -1.06472 0.2 -0.2 -0.1
N 5.71086 -0.66488 0.11707 -0.2 2.1 0.5
C 5.92561 -1.75801 -0.60076 1.0 1.2 -0.7
N 5.48260 -2.78786 0.07233 -1.0 -4.5 0.6
O 6.50792 -1.83129 -1.66103 0.2 0.1 -0.9
H 6.01669 0.22505 -0.24979 -0.2 -0.1 0.6
H 5.35246 -0.87711 1.03718 0.2 1.3 -0.1
H 4.86228 -2.75793 0.86882 0.2 0.0 -0.4
H 5.53893 -3.64301 -0.46213 -0.2 -0.1 0.4
N -3.73779 9.29150 -8.17745 0.4 -0.3 -3.9
C -3.86439 9.65394 -6.92736 -3.2 1.4 0.1
N -3.18227 8.89858 -6.15570 3.5 -3.2 3.4
O -4.67126 10.44065 -6.49759 -0.9 2.1 0.2
H -4.23298 9.78293 -8.90777 0.2 -0.3 0.2
H -3.16306 8.48280 -8.36662 -0.3 0.5 -0.7
H -3.34504 8.93453 -5.15954 0.1 -0.2 -0.3
H -2.77815 8.08884 -6.60414 0.2 0.0 1.0
N -5.09459 0.72148 0.63188 -1.3 -1.5 -3.5
C -5.45253 1.15400 1.81700 -3.8 -0.1 1.0
N -4.38376 1.51191 2.42301 3.6 1.8 3.4
O -6.58202 1.22912 2.32476 0.7 -0.4 -1.0
H -5.81165 0.21280 0.13473 0.6 0.1 -0.4
H -4.10951 0.69799 0.41020 -0.6 -0.5 -0.6
H -4.50097 1.75385 3.39658 0.7 0.1 -0.3
H -3.52592 1.37579 1.90758 0.3 0.4 1.3
N -0.61670 5.37370 6.06398 -1.9 -2.8 4.4
C -0.03962 5.91798 5.06070 4.5 0.6 -3.4
N -0.84418 6.78952 4.48273 -1.1 2.0 -2.1
O 1.11448 5.66483 4.65394 -1.3 0.6 0.8
H -1.62422 5.44449 6.06489 0.3 -0.1 0.9
H -0.06762 5.21464 6.89663 -0.4 -0.4 -0.2
H -1.72831 7.01995 4.91322 0.4 0.4 -0.4
H -0.45904 7.33377 3.72408 -0.4 -0.1 0.0
```
Forces are in eV/Å.